Entry 1:
The following is a quantum chemistry calculation of a structure of composition C10H15N2, from the OMol25 dataset.

Output
- E_tot: -13582.186 eV
- Lowest unoccupied orbital energy: -4.301 eV
- ΔE to the lowest compared entry with this formula, charge and spin: 5.885 eV
- Orbital gap: 8.23 eV
- Net charge: +1

Atoms and positions in Å:
C  0.1733  0.8322  -1.6540
C  -0.3274  0.6769  0.7595
C  0.2174  2.1399  3.6693
C  -0.1675  1.1790  2.0379
C  -0.9557  0.5729  -2.3245
C  -1.6450  -0.6795  -1.7902
C  -0.5520  -1.3573  -0.8732
C  0.3981  -0.1889  -0.5817
C  0.1205  -2.5560  -1.6357
C  1.9108  -0.3963  -0.2381
N  0.9254  1.3414  2.8971
N  -0.8931  2.0631  2.9341
H  0.8051  1.6166  -1.7196
H  -1.4245  1.0030  0.5891
H  0.5209  2.6783  4.4949
H  -1.6143  1.0716  -3.0416
H  1.9597  1.2563  2.8465
H  -2.3632  -0.5043  -0.9892
H  -1.9076  -1.3359  -2.6397
H  -0.7593  -1.6629  0.1252
H  0.8986  -2.8546  -1.0350
H  0.5873  -2.2874  -2.6891
H  -0.6503  -3.2024  -1.7536
H  2.4272  -0.9526  -1.0483
H  1.9708  -1.1787  0.5864
H  2.2588  0.6867  0.0154
H  -1.9139  2.0387  3.0584

Mulliken population analysis, charges in e, atoms 1 to 2:
1. C -0.912
2. C -0.376


Entry 2:
The following is a quantum chemistry calculation of the ion C10H15N2 with charge +1, from the OMol25 dataset.

Output
- E_tot: -13584.861 eV
- SMILES: CN1C[N+](C)(C)c2ccccc21
- Lowest unoccupied orbital energy: -2.608 eV
- ΔE to the lowest compared entry with this formula, charge and spin: 3.210 eV
- Orbital gap: 8.76 eV
- Net charge: +1

Atoms and positions in Å:
C  0.3771  2.9705  0.0220
N  0.2087  1.5655  -0.1789
C  1.4194  0.6767  -0.0786
N  1.0325  -0.7150  -0.0569
C  1.7896  -1.5149  -1.0930
C  1.3601  -1.3105  1.2882
C  -0.4067  -0.6085  -0.1913
C  -1.3649  -1.6582  -0.3048
C  -2.7089  -1.2888  -0.1343
C  -3.1162  0.0352  0.1192
C  -2.1864  1.0701  0.0153
C  -0.8577  0.7730  -0.1514
H  1.4629  3.1843  -0.1620
H  -0.2391  3.3666  -0.7403
H  0.1229  3.3908  1.0144
H  2.0033  0.9881  -0.9231
H  2.0009  1.0180  0.7843
H  1.1106  -1.6257  -2.0430
H  2.6086  -0.8992  -1.3374
H  2.1383  -2.5323  -0.6724
H  2.4751  -1.4914  1.4386
H  0.9687  -0.7022  2.1214
H  0.9695  -2.4220  1.3987
H  -1.1095  -2.6625  -0.3948
H  -3.3575  -2.0513  -0.1183
H  -4.0619  0.3948  0.3885
H  -2.6394  2.0489  -0.0103

Mulliken population analysis, charges in e, atoms 1 to 2:
1. C -1.011
2. N -0.020


The lowest orbital gap belongs to which entry? number 1


What is the formula in the second record? C10H15N2


Which of these has the highest ΔE to the lowest compared entry with this formula, charge and spin? number 1


Among the records above, which one has the lowest lowest unoccupied orbital energy? number 1